{"formula": "C2H10N2OSi2", "method": "the ωB97M-V functional and the def2-TZVPD basis", "gap_ev": 9.73, "total_charge": 0, "smiles": "[H]/N=[Si](\\N)C=C.O[SiH3]", "energy_ha": -845.9150, "lumo_ev": 0.0175, "species": ["H", "N", "Si", "N", "C", "C", "H", "H", "H", "H", "H", "O", "Si", "H", "H", "H", "H"], "xyz": [[-1.517981, 1.652734, -1.731108], [-0.762806, 1.135517, -1.117425], [-1.412971, 1.306704, 0.384810], [-2.641515, 2.296745, 1.042720], [-1.106617, 0.092734, 1.757589], [-0.044909, 0.013148, 2.611022], [-2.912982, 3.141747, 0.575563], [-3.364680, 1.939459, 1.698904], [-1.560735, -0.864550, 1.565430], [0.008249, -0.829176, 3.416305], [0.716013, 0.780036, 2.702423], [1.312388, -0.492513, -2.303971], [2.561481, -1.454169, -2.015361], [0.902831, 0.231735, -1.679887], [2.642076, -2.469542, -3.088758], [4.015096, -0.867663, -2.176437], [2.436131, -2.056640, -0.661635]], "atomic_forces_ev_per_a": [[2.133, -1.069, 0.900], [-2.545, 1.689, 0.128], [0.013, -0.702, 0.337], [-0.343, -0.447, -0.042], [2.765, -0.488, -0.012], [-1.561, -0.897, 0.925], [-0.336, 0.184, -0.074], [1.105, 0.478, -0.711], [-0.885, -0.249, 0.442], [0.108, 1.354, -1.884], [-0.173, 0.134, 0.091], [-1.364, 2.386, 1.146], [1.950, -0.218, -0.103], [0.628, -1.863, -1.621], [-0.376, -0.147, 0.140], [-1.262, -0.093, 0.427], [0.143, -0.054, -0.090]]}



{"formula": "C2H10N3", "method": "the ωB97M-V functional and the def2-TZVPD basis", "gap_ev": 10.62, "total_charge": 1, "energy_ha": -246.1737, "lumo_ev": -4.1600, "species": ["C", "N", "H", "H", "H", "H", "H", "H", "N", "C", "N", "H", "H", "H", "H"], "xyz": [[-0.467481, 1.156946, -1.196721], [0.930976, 1.139670, -0.726752], [-0.766164, 0.089637, -1.102298], [-0.598215, 1.333828, -2.217151], [-1.221102, 1.693982, -0.492607], [1.572529, 0.908771, -1.475746], [1.274443, 2.069646, -0.359740], [0.946420, 0.252649, 0.396656], [-0.972752, -1.633727, 0.402952], [-0.116093, -1.331745, 1.336529], [0.552035, -0.211513, 1.408263], [-0.743347, -2.279734, -0.336848], [-1.785601, -1.082956, 0.096160], [0.283591, -2.140995, 1.997865], [1.110760, 0.035540, 2.269438]], "atomic_forces_ev_per_a": [[-1.390, -1.629, 2.718], [1.054, 1.710, 0.497], [0.008, 0.820, -0.234], [-0.078, 1.157, -1.458], [1.723, -0.452, -1.391], [-0.063, -0.061, -0.197], [-0.709, -1.230, -0.635], [-1.298, 1.125, 0.182], [-2.758, -0.334, -2.655], [3.988, 0.037, 2.389], [0.129, 0.090, 1.055], [-0.003, -0.963, 0.635], [1.120, 0.364, 0.598], [-0.900, 0.366, -0.264], [-0.823, -1.001, -1.240]]}



{"formula": "C2H10N3O", "method": "the ωB97M-V functional and the def2-TZVPD basis", "gap_ev": 10.97, "total_charge": 1, "smiles": "N[C@@H]([NH3+])[C@@H](N)O", "energy_ha": -321.4288, "lumo_ev": -3.2918, "species": ["N", "C", "N", "C", "N", "O", "H", "H", "H", "H", "H", "H", "H", "H", "H", "H"], "xyz": [[1.162609, -0.576169, 1.057373], [0.552081, 0.451963, 0.293458], [1.517165, 0.739492, -0.894120], [-0.795014, 0.044663, -0.415480], [-1.297645, -1.191024, 0.198068], [-1.686254, 1.028035, -0.196839], [0.439660, -1.385990, 1.198187], [1.307386, -0.325499, 1.995717], [0.390839, 1.362641, 0.807368], [1.980092, -0.218467, -1.030146], [0.952554, 1.206091, -1.553680], [2.267930, 1.357463, -0.510954], [-0.508744, -0.423729, -1.348564], [-1.763749, -1.745070, -0.518948], [-1.909278, -1.005779, 0.977100], [-2.609638, 0.681376, -0.058540]], "atomic_forces_ev_per_a": [[-2.088, -2.204, -0.362], [-0.302, -1.190, -0.782], [1.956, -1.097, 3.388], [0.497, -3.626, 2.972], [0.282, -0.278, -0.620], [-1.911, 1.844, -0.580], [1.527, 1.548, -1.062], [0.758, 0.894, 1.331], [0.026, 1.053, 0.463], [-0.956, 1.602, -0.699], [-0.097, 0.350, -1.931], [-0.604, -0.425, -0.743], [-0.338, 1.199, -1.567], [0.003, -0.032, 0.552], [-0.196, -0.078, 0.222], [1.444, 0.441, -0.582]]}



{"formula": "C2H10N3S", "method": "the ωB97M-V functional and the def2-TZVPD basis", "gap_ev": 10.48, "total_charge": 1, "energy_ha": -644.3789, "lumo_ev": -3.2434, "species": ["C", "C", "N", "N", "N", "S", "H", "H", "H", "H", "H", "H", "H", "H", "H", "H"], "xyz": [[2.574307, 1.165302, 0.132950], [1.245995, 1.173623, 0.728893], [0.099538, 1.273104, 0.762587], [-0.451766, -1.212702, -0.578144], [-2.325364, 0.760361, -0.487497], [2.989146, -0.704538, 0.034944], [3.260592, 1.717347, 0.695169], [2.537432, 1.427271, -0.888678], [-1.264809, -0.343745, -0.542837], [-1.929376, 1.555641, -0.931227], [-1.100655, -2.027374, -0.555449], [-0.271539, -0.982974, 0.401173], [-2.493717, 0.916867, 0.519016], [0.460358, -0.965885, -1.080196], [-3.159220, 0.407300, -0.948178], [3.164268, -0.573404, -1.257455]], "atomic_forces_ev_per_a": [[-0.580, -2.935, 0.963], [-0.598, 1.116, -1.473], [0.300, -0.204, 0.969], [-1.194, 1.940, 1.548], [-0.171, -1.905, 1.125], [-0.014, 1.146, 0.623], [1.235, 0.657, 0.702], [-0.225, 0.845, -0.843], [0.293, 0.219, -1.185], [0.032, 0.827, -0.244], [1.769, -0.009, -1.043], [0.692, -0.621, 0.188], [0.042, 0.246, -0.954], [-1.895, -1.515, 0.387], [-0.014, 0.505, 0.052], [0.328, -0.313, -0.815]]}



{"formula": "C2H10N4", "method": "the ωB97M-V functional and the def2-TZVPD basis", "gap_ev": 10.17, "total_charge": 0, "smiles": "[H]/N=C\\N.NCN", "energy_ha": -301.1257, "lumo_ev": 0.8590, "species": ["H", "N", "C", "N", "H", "H", "H", "N", "C", "N", "H", "H", "H", "H", "H", "H"], "xyz": [[1.891331, -1.680202, 2.344171], [1.427359, -2.529502, 2.311338], [0.852153, -2.788651, 1.164897], [0.833352, -1.865700, 0.212160], [0.112394, -3.564410, 0.894670], [0.618047, -0.940162, 0.581148], [1.729605, -1.841683, -0.053248], [-0.146509, 1.948948, -1.870484], [-1.206569, 1.961017, -0.929512], [-0.897585, 1.230636, 0.286217], [0.729497, 1.385947, -1.697060], [-0.354679, 1.476498, -2.778570], [-2.138101, 1.323520, -1.370599], [-1.507752, 2.974694, -0.815007], [-0.172419, 1.726941, 0.826244], [-1.770126, 1.182108, 0.893633]], "atomic_forces_ev_per_a": [[1.087, 2.174, -0.446], [-2.719, -4.885, -1.360], [-0.291, -0.284, 5.707], [-3.258, 3.068, -2.729], [1.046, -0.707, 1.213], [-0.196, -0.066, -0.203], [4.245, 0.720, -2.268], [2.865, -1.535, -2.810], [-2.535, -3.251, -0.983], [-0.639, 0.301, 1.703], [-1.435, 0.946, 1.036], [-0.602, 0.922, 1.023], [1.810, 1.746, 0.813], [-0.457, 0.898, 0.492], [-0.588, -0.184, -0.207], [1.667, 0.136, -0.980]]}



{"formula": "C2H10N4", "method": "the ωB97M-V functional and the def2-TZVPD basis", "gap_ev": 7.02, "total_charge": 0, "energy_ha": -301.0176, "lumo_ev": 0.5158, "species": ["C", "N", "C", "N", "H", "H", "H", "H", "H", "H", "N", "N", "H", "H", "H", "H"], "xyz": [[1.099633, 1.060848, 0.644473], [1.031335, 2.268614, -0.181389], [0.413429, -0.648382, -0.552896], [1.115440, -1.701534, -0.724597], [1.394852, 2.084412, -1.111977], [0.070552, 2.585126, -0.293915], [1.178933, -2.290948, 0.104607], [0.840230, 1.338760, 1.678389], [2.132843, 0.714743, 0.688411], [0.224324, 0.012585, -1.391959], [-0.947844, -0.664594, 0.340438], [-2.145853, -0.936302, -0.448562], [-2.950108, -0.867229, 0.167759], [-2.081018, -1.885943, -0.808634], [-0.824049, -1.326271, 1.113549], [-0.552700, 0.256115, 0.776303]], "atomic_forces_ev_per_a": [[0.036, -0.585, -0.392], [-0.210, -0.137, -0.012], [0.119, 0.593, 0.893], [-0.076, -0.240, 0.222], [-0.067, 0.036, 0.098], [0.195, -0.030, -0.032], [0.038, 0.049, -0.108], [-0.110, -0.053, -0.038], [-0.065, -0.031, -0.042], [-0.278, 0.153, 0.053], [0.801, -0.482, -0.156], [0.278, 0.784, 0.625], [0.031, -0.065, -0.087], [0.223, 0.117, 0.173], [0.102, -0.204, -0.329], [-1.016, 0.096, -0.869]]}



{"formula": "C2H10N4O", "method": "the ωB97M-V functional and the def2-TZVPD basis", "gap_ev": 11.51, "total_charge": 2, "smiles": "CO[N+]([NH3+])=C(N)N", "energy_ha": -375.6743, "lumo_ev": -8.2920, "species": ["C", "O", "N", "N", "C", "N", "N", "H", "H", "H", "H", "H", "H", "H", "H", "H", "H"], "xyz": [[-0.015563, -0.327301, 2.223454], [-0.844343, -0.147564, 1.046000], [-0.095686, -0.320276, -0.191146], [-0.703925, -1.548277, -0.604282], [0.306917, 0.844885, -0.913954], [0.167318, 1.950595, -0.199414], [0.915351, 0.624185, -2.061502], [0.939115, -0.155857, 2.025149], [-0.205882, -1.382387, 2.386066], [-0.551365, 0.255630, 3.005352], [-1.411583, -1.828003, 0.147214], [0.115048, -2.393024, -0.688631], [-1.239221, -1.446183, -1.492367], [0.746059, 2.755002, -0.377934], [-0.314010, 2.005991, 0.678769], [1.415445, 1.386585, -2.521710], [0.776326, -0.273998, -2.461065]], "atomic_forces_ev_per_a": [[-5.096, -1.762, 1.223], [0.670, 2.169, -2.299], [-1.465, -0.429, 3.128], [2.035, -2.524, -1.793], [-0.849, -1.106, 1.741], [0.971, -0.282, -1.262], [-0.414, 1.587, 1.015], [4.137, 1.219, -0.513], [0.656, -0.219, 0.972], [0.881, -0.231, -0.473], [0.994, 0.574, -0.776], [-2.775, 2.551, 0.128], [0.296, -0.391, 0.268], [0.081, 0.317, -0.464], [-0.436, -0.540, 0.261], [-0.248, -0.502, -0.301], [0.562, -0.432, -0.854]]}



{"formula": "C2H10N4S", "method": "the ωB97M-V functional and the def2-TZVPD basis", "gap_ev": 7.59, "total_charge": 2, "energy_ha": -698.6552, "lumo_ev": -6.9381, "species": ["C", "C", "N", "N", "N", "N", "S", "H", "H", "H", "H", "H", "H", "H", "H", "H", "H"], "xyz": [[13.476909, -0.036007, -1.624293], [-12.079429, -0.515381, 1.190617], [14.276030, -0.876399, -1.160733], [-13.917578, 0.972522, 1.567373], [14.087835, -1.590111, -0.063706], [-13.021943, 0.392603, 1.244473], [-12.761384, 3.078679, -0.287800], [12.430179, 0.144156, -1.215733], [13.774591, 0.584755, -2.532526], [-11.738748, -0.903229, 2.148632], [-12.447595, -1.352187, 0.594365], [-11.205914, -0.219833, 0.569305], [15.206391, -1.146101, -1.625361], [14.819284, -2.218879, 0.178763], [13.070377, -1.775680, 0.092074], [-11.575102, 1.880375, 0.093295], [-12.393904, 3.580716, 0.831255]], "atomic_forces_ev_per_a": [[-1.912, 2.758, -2.370], [4.529, -3.790, -2.050], [3.009, -1.228, -0.903], [2.661, -1.370, -1.456], [-2.551, -0.241, 1.088], [-6.387, 3.989, 2.869], [2.532, -3.461, -0.719], [1.704, -0.404, -0.149], [-0.344, -1.201, 1.325], [-0.284, 0.402, 0.335], [-0.402, -0.233, 0.103], [-0.433, 0.376, 0.579], [-1.641, 1.229, 0.502], [0.094, -0.663, 0.158], [1.660, -0.250, 0.347], [-2.597, 3.008, -1.300], [0.361, 1.079, 1.641]]}



{"formula": "C2H10N6", "method": "the ωB97M-V functional and the def2-TZVPD basis", "gap_ev": 8.72, "total_charge": 0, "smiles": "CCn1[nH][nH][nH]n1N", "energy_ha": -410.4808, "lumo_ev": 0.9271, "species": ["C", "C", "N", "N", "N", "N", "N", "N", "H", "H", "H", "H", "H", "H", "H", "H", "H", "H"], "xyz": [[-2.269980, 0.875541, -0.231739], [-1.106216, -0.014606, 0.363209], [0.056922, -0.432288, -0.549717], [0.891911, 0.973147, -1.063430], [1.525435, 1.157384, 0.121185], [1.881046, -0.028143, 0.652622], [0.938673, -1.127289, 0.241976], [1.617597, -2.209821, -0.245423], [-2.332640, 0.645883, -1.239651], [-2.062798, 1.875542, -0.030862], [-3.328680, 0.619008, 0.168708], [-1.436867, -1.029679, 0.575917], [-0.721929, 0.498667, 1.267233], [0.326402, 1.718280, -1.211247], [1.021629, 1.768700, 0.693755], [2.062810, -0.048686, 1.631243], [1.815937, -2.236397, -1.288740], [1.120754, -3.005250, 0.144968]], "atomic_forces_ev_per_a": [[-0.383, -2.834, 1.972], [0.222, -0.155, -0.314], [-2.600, 0.896, -1.287], [2.754, -5.992, 0.653], [1.471, 1.955, -0.257], [1.743, -2.236, -0.901], [-0.852, 3.069, 0.725], [0.601, -0.358, -1.469], [-0.080, 0.004, -2.241], [0.154, 1.826, 0.022], [1.999, 0.292, -0.180], [-0.447, 0.342, 0.650], [-0.109, -0.537, -0.151], [-2.716, 2.601, -0.468], [-1.309, 0.639, 1.686], [-0.154, 0.412, 0.573], [-0.622, 0.136, 1.778], [0.328, -0.063, -0.792]]}